The following is a DFT calculation (ωB97M-V/def2-TZVPD) of a 5-piece molecular cluster, C16H34BCl8N2O2 overall.

Structure (XYZ):
```
63
Properties=species:S:1:pos:R:3
C 3.440 0.134 0.882
C 2.902 -1.092 0.048
C 1.355 -1.131 -0.081
C 0.732 -0.133 -1.104
B 1.436 -0.145 -2.566
N 2.464 0.810 -3.036
O 1.017 -1.189 -3.465
C 0.633 1.360 -0.605
C -0.773 1.803 -0.051
C -1.581 2.529 -1.184
C -0.472 2.917 1.033
N -1.516 0.747 0.651
O -1.017 0.484 1.810
C -1.738 -0.469 -0.161
C -3.205 -0.374 -0.778
C -1.807 -1.747 0.764
C -0.765 -0.640 -1.375
H 4.376 -0.179 1.394
H 3.732 0.978 0.223
H 2.736 0.438 1.677
H 3.459 -1.196 -0.901
H 3.183 -1.981 0.658
H 0.991 -2.158 -0.285
H 0.950 -0.857 0.922
H 2.890 1.268 -2.233
H 1.955 1.538 -3.544
H 0.412 -0.775 -4.087
H 0.858 2.062 -1.438
H 1.375 1.615 0.181
H -1.641 3.612 -0.938
H -1.075 2.493 -2.172
H -2.624 2.185 -1.303
H 0.336 2.601 1.723
H -1.400 3.053 1.629
H -0.111 3.838 0.539
H -3.683 -1.375 -0.760
H -3.825 0.256 -0.104
H -3.212 0.073 -1.787
H -2.195 -2.571 0.149
H -0.853 -1.984 1.241
H -2.577 -1.515 1.525
H -1.162 -0.232 -2.328
H -0.675 -1.736 -1.540
C -2.365 0.488 4.921
Cl -3.789 0.165 5.920
Cl -1.370 1.773 5.616
H -1.772 -0.418 4.851
H -2.691 0.792 3.931
C -3.641 5.539 0.081
Cl -2.083 6.325 0.354
Cl -4.030 4.421 1.392
H -4.413 6.300 0.025
H -3.599 4.984 -0.851
C 4.795 -3.944 -2.678
Cl 3.402 -4.262 -1.637
Cl 5.814 -2.655 -2.026
H 5.387 -4.850 -2.758
H 4.437 -3.646 -3.659
C 0.553 -5.005 1.484
Cl 1.108 -3.656 2.483
Cl -0.460 -4.459 0.137
H 1.420 -5.520 1.082
H -0.026 -5.682 2.103
```

gap between HOMO and LUMO (alpha / beta): 8.7 / 9.7 eV
2S+1: 2
LUMO energy (alpha / beta): 0.21 / 0.20 eV
HOMO level (alpha / beta): -0.311 / -0.349 Ha
calculated total energy: -4596.3698 Eh
<S²>: 0.75